# C20H45N2P3S2Yb

A structure of composition C20H45N2P3S2Yb (ωB97M-V with the def2-TZVPD basis set, the OMol25 dataset).

```
73
Properties=species:S:1:pos:R:3:forces:R:3:mulliken_spin:R:1
Yb -0.3602 0.3254 -0.0067 0.441 0.983 2.489 1.00
P 1.5520 -0.6603 2.2066 0.546 -0.728 -0.243 0.00
P 1.3741 2.6944 0.6115 0.898 1.337 -0.741 0.00
P -1.4086 -2.2587 0.0672 -0.487 -1.617 -0.457 0.00
H 1.0083 1.2795 -2.6397 -0.491 -0.104 -0.128 0.00
C 0.0557 0.7263 -2.7017 -0.125 0.120 0.408 0.00
C -1.1444 1.3391 -2.5829 -0.143 0.126 0.332 0.00
H -1.2472 2.4289 -2.3994 0.230 -0.702 -0.254 0.00
C 3.0697 -1.3802 1.4631 -0.198 0.179 -0.251 0.00
C 2.2660 0.3969 3.5224 -0.438 0.540 -0.214 0.00
C 0.9207 -2.0645 3.1998 -0.472 0.160 -0.132 0.00
C 0.8868 3.9753 -0.6272 -0.291 -0.415 -0.002 0.00
C 1.5548 3.8248 2.0485 -0.447 -0.343 0.738 0.00
C 3.1562 2.5715 0.1559 -0.002 -0.784 -0.076 0.00
C -2.5765 -2.2091 -1.3549 -0.009 0.598 -0.037 0.00
C -2.4078 -3.1636 1.2980 -0.096 0.727 0.719 0.00
C -0.1217 -3.5179 -0.3168 0.566 0.509 -0.147 0.00
H 0.1429 -0.3513 -2.9068 -0.191 0.241 -0.177 0.00
H -2.1089 0.8024 -2.6805 0.666 0.158 -0.096 0.00
H 3.7280 -1.8192 2.2247 -0.197 0.120 -0.185 0.00
H 3.6073 -0.5863 0.9259 0.001 -0.276 0.114 0.00
H 2.7769 -2.1537 0.7397 0.200 0.119 0.167 0.00
H 2.8568 -0.2047 4.2245 -0.139 0.053 -0.262 0.00
H 1.4441 0.8839 4.0670 0.282 -0.074 -0.050 0.00
H 2.9042 1.1750 3.0808 -0.131 -0.231 0.186 0.00
H 1.6643 -2.3803 3.9425 -0.130 0.089 -0.228 0.00
H 0.6674 -2.9141 2.5517 0.099 0.216 0.249 0.00
H 0.0093 -1.7341 3.7161 0.180 -0.201 -0.024 0.00
H 1.6808 4.7251 -0.7018 -0.179 -0.116 -0.045 0.00
H -0.0372 4.4592 -0.3069 0.008 0.053 -0.057 0.00
H 0.7113 3.5161 -1.6045 0.143 0.225 -0.012 0.00
H 2.3641 4.5582 1.8781 -0.375 -0.441 -0.130 0.00
H 1.7845 3.2463 2.9549 -0.010 0.278 -0.196 0.00
H 0.6135 4.3659 2.2202 0.240 -0.153 -0.028 0.00
H 3.6079 3.5679 0.0629 -0.244 -0.236 0.060 0.00
H 3.2624 2.0417 -0.8002 0.094 0.144 0.159 0.00
H 3.7072 1.9998 0.9147 -0.069 0.159 -0.182 0.00
H -2.8873 -3.2201 -1.6681 0.185 0.441 0.113 0.00
H -2.1273 -1.6765 -2.2104 -0.194 -0.447 0.186 0.00
H -3.4588 -1.6247 -1.0409 0.179 -0.330 0.015 0.00
H -2.7050 -4.1631 0.9307 0.258 0.547 0.007 0.00
H -3.3010 -2.5561 1.5182 0.212 -0.380 -0.007 0.00
H -1.8256 -3.2511 2.2285 -0.283 -0.151 -0.276 0.00
H -0.5503 -4.4932 -0.5987 0.081 0.462 0.081 0.00
H 0.5621 -3.6372 0.5405 -0.455 -0.058 -0.186 0.00
H 0.5115 -3.1360 -1.1323 -0.211 -0.344 0.165 0.00
C -0.2360 -3.5926 -5.3244 0.536 -0.729 -1.330 0.00
C 0.7312 -4.5411 -5.7278 -0.070 0.444 -0.517 0.00
C 1.0803 -4.6393 -7.0923 -0.355 0.119 0.828 0.00
C 0.4158 -3.8368 -8.0276 0.434 -0.310 -0.424 0.00
C -0.6458 -3.0219 -7.6517 -0.147 -0.205 0.697 0.00
C -1.0004 -2.9272 -6.2983 0.718 -0.126 0.108 0.00
S -0.5436 -3.3408 -3.6085 0.191 0.162 0.544 0.00
H 0.6828 -2.9415 -3.1296 -0.435 -0.297 -0.736 0.00
H 1.1888 -5.1913 -4.9793 0.032 0.293 -0.267 0.00
H 1.8579 -5.3495 -7.3985 -0.400 0.381 0.089 0.00
H 0.7273 -3.8844 -9.0830 -0.267 0.019 0.605 0.00
H -1.2089 -2.4656 -8.3934 0.068 -0.105 0.074 0.00
H -1.8583 -2.3580 -5.9784 -0.023 0.344 -0.074 0.00
C -0.9186 3.3953 5.4393 -0.057 0.254 0.612 0.00
N -1.5411 2.3368 4.6233 0.495 -0.672 -1.306 0.00
C -1.8628 2.4767 3.3218 0.356 2.345 0.918 0.00
S -1.7732 1.1508 2.2467 0.087 -1.111 -0.956 0.00
N -2.2286 3.7212 2.8885 -0.233 -1.939 0.155 0.00
C -3.0844 4.6011 3.6943 -0.477 1.306 0.015 0.00
H -0.8330 4.3392 4.8927 -0.011 -0.388 0.003 0.00
H 0.0786 3.0776 5.7747 -0.277 -0.040 -0.290 0.00
H -1.5055 3.5718 6.3434 -0.022 0.012 -0.143 0.00
H -1.2862 1.3805 4.8760 -0.259 0.466 0.006 0.00
H -2.4651 3.7124 1.9046 0.043 0.136 0.101 0.00
H -2.6962 5.6309 3.6365 -0.095 -0.397 0.138 0.00
H -4.1152 4.6373 3.2932 0.557 -0.277 0.083 0.00
H -3.1426 4.3110 4.7436 0.113 -0.143 -0.298 0.00
```
Positions in Å, forces in eV/Å.

Output
Calculated total energy in eV: -105491.895
Orbital gap (alpha / beta) in eV: 4.9 / 3.4
Energy relative to the best compared isomer or geometry (same formula, charge and spin) in kcal/mol: 29.1
Spin multiplicity: 2
Charge: +3